[1]
Density functional theory data (ωB97M-V/def2-TZVPD) for a structure of composition C78H53HfN8OP2 at a distorted geometry.

Properties
Lowest unoccupied orbital energy (alpha / beta) = 1.3 / 1.3 eV
Gap between HOMO and LUMO (alpha / beta) = 4.26 / 4.27 eV
Energy above the lowest of the compared OMol25 structures with the same formula, charge and spin = 2.99 kJ/mol
Spin multiplicity = 1
Strongest force on any atom = 3.73 eV/A
HOMO energy (alpha / beta) = -0.1077 / -0.1077 hartree
Total charge = -1

Each line ends with the Löwdin charge.
Positions of all 143 atoms, in Å:
Hf 0.432 0.049 1.617  1.4730
C 5.555 3.490 -0.610  -0.1076
C 6.287 2.401 -0.106  -0.1043
C 5.660 1.270 0.356  -0.0347
C 4.266 1.222 0.332  -0.1072
C 3.315 0.265 0.784  -0.3216
N 3.624 -0.950 1.251  0.1994
C 2.765 -1.856 1.649  -0.3143
C 3.112 -3.197 2.062  -0.1017
C 4.313 -3.897 2.091  -0.0220
C 4.307 -5.195 2.563  -0.0843
C 3.126 -5.796 3.009  -0.0908
C 1.926 -5.115 2.989  -0.0250
C 1.912 -3.814 2.500  -0.0969
C 0.867 -2.833 2.358  -0.2938
N -0.340 -2.959 2.893  0.1987
C -1.170 -1.935 3.033  -0.2857
N -1.248 -0.783 2.331  -0.0358
C -1.488 0.270 3.387  -0.4545
N -2.086 1.506 2.994  0.2033
C -1.465 2.257 2.155  -0.3245
N -0.370 1.887 1.407  -0.0523
C 0.011 2.950 0.645  -0.2452
N 1.062 2.830 -0.274  0.0736
C 2.162 2.013 0.031  -0.2220
N 2.052 0.784 0.586  -0.0063
C 3.517 2.337 -0.166  -0.0969
C 4.185 3.471 -0.650  -0.0282
C -0.799 4.045 0.838  -0.0737
C -0.868 5.335 0.092  -0.1655
C -1.927 6.201 0.696  -0.0617
C -2.751 5.823 1.692  -0.0929
C -2.716 4.521 2.276  -0.0323
C -1.775 3.656 1.810  -0.1080
C -2.279 -0.481 4.414  -0.0900
C -3.098 -0.061 5.438  -0.0145
C -3.663 -1.024 6.268  -0.0911
C -3.402 -2.373 6.082  -0.1043
C -2.579 -2.803 5.050  -0.0233
C -2.037 -1.847 4.210  -0.1006
N 1.398 -1.710 1.791  -0.0353
H 6.094 4.362 -0.960  0.0915
H 7.366 2.477 -0.065  0.0902
H 6.217 0.434 0.752  0.1064
H 5.229 -3.428 1.760  0.1111
H 5.234 -5.756 2.595  0.0970
H 3.166 -6.813 3.375  0.0968
H 1.012 -5.572 3.338  0.1150
H 3.620 4.315 -1.020  0.0977
H 0.095 5.864 0.136  0.1490
H -2.005 7.200 0.288  0.0975
H -3.479 6.530 2.072  0.0954
H -3.419 4.237 3.042  0.1093
H -3.308 0.988 5.578  0.1050
H -4.313 -0.712 7.075  0.0936
H -3.856 -3.100 6.742  0.0911
H -2.374 -3.851 4.892  0.1042
C -1.532 -0.760 -6.848  -0.0119
C -2.167 -1.469 -5.640  -0.4302
C -3.292 -2.413 -6.094  -0.0266
C -2.751 -0.421 -4.714  -0.1032
C -3.904 0.293 -5.026  -0.0334
C -4.446 1.196 -4.130  -0.0723
C -3.844 1.424 -2.903  -0.0649
C -2.653 0.788 -2.598  -0.2344
P -1.580 0.994 -1.101  1.1760
C -0.988 2.693 -1.564  -0.2773
C -1.745 3.788 -1.680  -0.0469
C -1.125 5.127 -1.492  -0.2170
C 0.186 5.188 -2.210  -0.0592
C 0.934 4.102 -2.322  -0.0333
C 0.527 2.824 -1.651  -0.2412
C -3.035 1.117 0.030  -0.3623
C -3.376 -0.129 0.560  -0.1311
C -4.452 -0.261 1.417  -0.0801
C -5.232 0.842 1.716  -0.0842
C -4.921 2.072 1.169  -0.0811
C -3.823 2.213 0.340  -0.1186
C -2.131 -0.124 -3.511  -0.2054
O -0.979 -0.705 -3.086  -0.0522
C -0.577 -1.849 -3.692  -0.2011
C 0.380 -2.578 -2.987  -0.2443
C 0.880 -3.730 -3.569  -0.0648
C 0.419 -4.145 -4.805  -0.0700
C -0.561 -3.427 -5.464  -0.0322
C -1.091 -2.266 -4.918  -0.0937
P 0.894 -1.970 -1.292  1.1494
C 0.793 -3.659 -0.563  -0.3693
C 1.723 -4.690 -0.623  -0.1028
C 1.425 -5.930 -0.085  -0.0864
C 0.200 -6.160 0.516  -0.0976
C -0.734 -5.140 0.585  -0.0793
C -0.436 -3.902 0.051  -0.1247
C 2.627 -1.652 -1.820  -0.3493
C 3.794 -2.181 -1.284  -0.1052
C 5.029 -1.757 -1.748  -0.0786
C 5.119 -0.802 -2.743  -0.0906
C 3.961 -0.258 -3.273  -0.0799
C 2.730 -0.673 -2.809  -0.1051
H -2.270 -0.148 -7.362  0.0820
H -1.127 -1.486 -7.550  0.0818
H -0.722 -0.114 -6.513  0.0962
H -4.067 -1.867 -6.624  0.0726
H -3.740 -2.894 -5.226  0.1012
H -2.917 -3.183 -6.761  0.0713
H -4.391 0.138 -5.977  0.1064
H -5.352 1.722 -4.392  0.0998
H -4.313 2.081 -2.187  0.0959
H -2.820 3.736 -1.725  0.0971
H -1.791 5.928 -1.828  0.1321
H 0.495 6.141 -2.619  0.1063
H 1.883 4.108 -2.838  0.1021
H 0.944 1.957 -2.188  0.1387
H -2.784 -0.998 0.295  0.0810
H -4.687 -1.216 1.863  0.1047
H -6.087 0.741 2.370  0.0988
H -5.533 2.936 1.390  0.1030
H -3.576 3.192 -0.031  0.0862
H 1.623 -4.313 -3.052  0.0961
H 0.821 -5.041 -5.252  0.1000
H -0.911 -3.782 -6.421  0.1063
H 2.689 -4.542 -1.080  0.0942
H 2.163 -6.720 -0.125  0.1057
H -0.018 -7.129 0.943  0.1027
H -1.685 -5.304 1.072  0.1072
H -1.158 -3.095 0.118  0.0937
H 3.761 -2.902 -0.484  0.0707
H 5.927 -2.172 -1.315  0.1032
H 6.086 -0.473 -3.098  0.0996
H 4.015 0.498 -4.045  0.1015
H 1.827 -0.239 -3.220  0.0953
C 0.030 0.460 3.733  -0.1135
C 0.490 1.758 4.106  -0.3115
C 1.831 2.118 3.817  -0.0753
C 2.346 3.331 4.210  -0.1129
C 1.562 4.242 4.910  -0.1335
C 0.257 3.898 5.241  -0.1119
C -0.269 2.687 4.858  -0.0552
H 2.461 1.401 3.285  0.0908
H 3.372 3.576 3.971  0.0926
H 1.963 5.204 5.195  0.0787
H -0.354 4.593 5.803  0.0909
H -1.286 2.428 5.116  0.0938



[2]
Density functional theory data (ωB97M-V/def2-TZVPD) for a structure of composition C7H10.

Properties
Lowest unoccupied orbital energy = 1.0 eV
Gap between HOMO and LUMO = 8.80 eV
Energy above the lowest of the compared OMol25 structures with the same formula, charge and spin = 491.76 kJ/mol
Spin multiplicity = 1
Strongest force on any atom = 0.29 eV/A
HOMO energy = -0.2879 hartree
Total charge = 0

Each line ends with the Löwdin charge.
Positions of all 17 atoms, in Å:
C -0.168 -0.423 1.637  -0.1911
C -1.306 -0.134 0.690  -0.1844
C -0.031 1.049 1.332  0.0120
C 0.358 1.101 -0.183  -0.2744
C 1.441 0.136 -0.737  -0.1351
C 0.334 -0.819 -1.263  -0.1305
C -0.739 0.144 -0.707  -0.2455
H -0.480 -0.654 2.655  0.1051
H 0.587 -1.118 1.276  0.0969
H -2.297 -0.534 0.915  0.1360
H -1.433 1.036 1.079  0.1347
H 0.408 2.124 -0.561  0.1237
H 2.132 -0.285 0.000  0.1029
H 2.035 0.591 -1.535  0.1028
H 0.315 -0.910 -2.353  0.1026
H 0.325 -1.827 -0.835  0.1054
H -1.482 0.523 -1.412  0.1389